(1)
49
Properties=species:S:1:pos:R:3:nbo_charge:R:1 method="wB97M-V/def2-TZVPD" total_energy_ev=-25808.0139 fmax_ev_per_a=0.28 gap_ev=5.607 total_charge=-1 multiplicity=1 relative_energy_ev=0.000
Cs 0.22 1.20 -0.46 0.97
C 1.42 2.40 -3.34 -0.18
C 0.76 3.52 -2.78 -0.08
C 1.53 3.95 -1.67 -0.18
C 2.66 3.11 -1.56 -0.14
C 2.59 2.16 -2.60 -0.15
C 3.58 1.07 -2.91 -0.62
C 3.72 3.24 -0.51 -0.62
C 1.20 5.11 -0.77 -0.62
C -0.52 4.15 -3.25 -0.64
C 1.02 1.62 -4.56 -0.62
H 3.99 1.16 -3.92 0.19
H 3.14 0.06 -2.85 0.19
H 4.43 1.09 -2.22 0.20
H 4.29 4.17 -0.60 0.19
H 4.44 2.42 -0.56 0.20
H 3.31 3.24 0.51 0.18
H 1.66 6.05 -1.10 0.19
H 1.55 4.94 0.25 0.19
H 0.12 5.29 -0.73 0.19
H -0.37 5.18 -3.61 0.19
H -1.27 4.22 -2.45 0.18
H -0.97 3.58 -4.06 0.20
H 1.79 1.64 -5.34 0.19
H 0.11 2.02 -5.02 0.20
H 0.83 0.56 -4.35 0.19
C -3.03 -5.85 4.37 -0.62
C -2.54 -4.70 3.54 -0.03
C -1.22 -4.64 3.09 -0.27
C -0.75 -3.57 2.34 0.12
C 0.68 -3.57 1.87 -0.65
C -1.61 -2.51 2.04 -0.16
C -2.93 -2.54 2.49 0.03
C -3.88 -1.42 2.18 -0.63
C -3.38 -3.64 3.22 -0.24
C -1.10 -1.32 1.24 0.75
O -1.19 -0.19 1.79 -0.79
O -0.63 -1.55 0.10 -0.79
H -2.37 -6.72 4.27 0.21
H -4.03 -6.15 4.08 0.21
H -3.06 -5.59 5.43 0.21
H -0.55 -5.46 3.33 0.19
H 1.22 -4.43 2.27 0.19
H 1.20 -2.66 2.17 0.22
H 0.72 -3.60 0.78 0.24
H -3.92 -1.22 1.11 0.22
H -3.55 -0.50 2.65 0.24
H -4.89 -1.66 2.52 0.19
H -4.41 -3.67 3.55 0.19

(2)
52
Properties=species:S:1:pos:R:3:nbo_charge:R:1 method="wB97M-V/def2-TZVPD" total_energy_ev=-33656.9989 fmax_ev_per_a=16.75 gap_ev=9.109 total_charge=0 multiplicity=1 smiles="O=C(NCc1cccc(F)c1F)[C@H]1CCC(=O)N(C2CCCCCC2)C1" relative_energy_ev=16.953
O 2.47 2.77 1.30 -0.64
C 1.97 1.75 0.94 0.66
N 2.43 0.62 1.23 -0.59
C 3.60 0.17 1.70 -0.27
C 4.55 -0.10 0.85 -0.13
C 5.60 1.03 0.50 -0.11
C 6.61 0.44 -0.51 -0.16
C 6.39 -0.68 -1.29 -0.34
C 5.37 -1.53 -1.01 0.40
F 5.24 -2.73 -1.68 -0.33
C 4.39 -1.33 0.27 0.37
F 3.38 -2.07 0.51 -0.29
C 0.58 1.94 0.14 -0.27
C 0.71 2.48 -1.47 -0.32
C -0.70 2.69 -1.68 -0.48
C -1.87 1.74 -1.42 0.66
O -2.80 1.83 -2.16 -0.62
N -1.63 0.75 -0.66 -0.41
C -2.64 -0.22 -0.22 -0.12
C -2.24 -1.51 -0.66 -0.39
C -3.47 -2.59 -0.91 -0.39
C -4.38 -2.57 0.42 -0.42
C -5.31 -1.42 0.51 -0.38
C -4.66 -0.19 1.59 -0.31
C -3.17 0.01 1.18 -0.46
C -0.36 0.59 0.24 -0.23
H 1.85 -0.33 0.91 0.39
H 3.89 1.12 2.38 0.23
H 3.48 -0.50 2.68 0.22
H 5.65 1.86 0.90 0.18
H 7.40 0.97 -0.85 0.20
H 7.16 -0.91 -1.93 0.24
H -0.09 2.63 0.68 0.21
H 1.30 1.55 -1.80 0.19
H 1.36 3.01 -1.23 0.19
H -0.52 2.90 -2.97 0.22
H -1.08 3.57 -1.36 0.23
H -3.45 0.22 -1.07 0.27
H -1.53 -2.11 0.23 0.16
H -1.55 -1.76 -1.50 0.24
H -4.10 -2.21 -1.75 0.22
H -2.89 -3.63 -0.97 0.22
H -3.89 -2.90 1.30 0.21
H -5.12 -3.61 0.28 0.19
H -5.46 -0.80 -0.46 0.20
H -6.20 -1.61 0.80 0.19
H -5.30 0.79 1.28 0.18
H -4.96 -0.42 2.42 0.16
H -2.75 -0.63 1.89 0.21
H -2.81 0.89 1.69 0.23
H -0.70 0.24 1.18 0.21
H 0.27 -0.18 -0.46 0.19

(3)
56
Properties=species:S:1:pos:R:3:nbo_charge:R:1 method="wB97M-V/def2-TZVPD" total_energy_ev=-41163.2047 fmax_ev_per_a=0.04 gap_ev=7.333 total_charge=0 multiplicity=1 relative_energy_ev=0.659
Os 0.02 -0.12 0.00 0.85
C 0.11 3.91 1.39 -0.71
C -0.64 2.63 1.20 0.75
O -0.05 1.55 1.36 -0.63
N -1.94 2.69 0.91 -0.58
C -2.77 1.50 0.78 -0.26
C -2.81 0.96 -0.62 0.21
C -3.93 1.18 -1.42 -0.24
C -3.95 0.71 -2.72 -0.16
C -2.84 0.03 -3.18 -0.24
C -1.77 -0.17 -2.34 0.06
N -1.74 0.28 -1.07 -0.37
H 0.66 3.85 2.33 0.25
H -0.54 4.78 1.39 0.21
H 0.83 3.98 0.58 0.28
H -2.32 3.58 0.64 0.41
H -3.78 1.76 1.10 0.21
H -2.38 0.75 1.46 0.25
H -4.77 1.73 -1.01 0.22
H -4.81 0.88 -3.35 0.22
H -2.80 -0.36 -4.19 0.23
H -0.89 -0.70 -2.67 0.24
O 0.65 -1.49 -1.36 -0.48
N 1.76 -2.09 -1.06 0.14
N 2.33 -1.66 -0.01 0.14
O 1.89 -0.65 0.71 -0.52
C 3.57 -2.26 0.39 0.18
C 3.99 -3.46 -0.17 -0.24
C 5.19 -4.01 0.25 -0.20
C 5.95 -3.37 1.22 -0.21
C 5.51 -2.18 1.77 -0.20
C 4.31 -1.61 1.37 -0.23
H 3.38 -3.94 -0.92 0.24
H 5.52 -4.94 -0.19 0.22
H 6.89 -3.81 1.54 0.22
H 6.10 -1.68 2.53 0.22
H 3.95 -0.69 1.78 0.25
C 0.11 -0.86 3.39 -0.61
C -0.82 -1.76 2.57 -0.16
C -2.19 -1.84 3.27 -0.60
C -0.22 -3.18 2.49 -0.59
C -0.97 -1.32 1.13 -0.21
H 0.23 -1.27 4.39 0.20
H -0.30 0.15 3.48 0.21
H 1.08 -0.78 2.91 0.23
H -2.08 -2.20 4.29 0.21
H -2.86 -2.51 2.73 0.20
H -2.66 -0.85 3.31 0.19
H -0.14 -3.60 3.50 0.21
H 0.78 -3.14 2.06 0.21
H -0.84 -3.84 1.89 0.21
H -1.90 -1.78 0.74 0.13
F 2.01 2.15 -0.65 -0.41
C 0.94 1.46 -1.24 0.19
F 0.01 2.52 -1.52 -0.44
H 1.32 1.19 -2.24 0.10

(4)
55
Properties=species:S:1:pos:R:3:nbo_charge:R:1 method="wB97M-V/def2-TZVPD" total_energy_ev=-39928.7947 fmax_ev_per_a=0.56 gap_ev=8.707 total_charge=0 multiplicity=1 smiles="CCOC(=O)N1CCN([C@H]2CCCN(C(=O)c3ccccc3C(F)(F)F)C2)CC1" relative_energy_ev=0.115
C 7.39 1.33 -0.02 -0.64
C 6.60 2.21 -0.97 -0.07
O 5.21 2.22 -0.65 -0.53
C 4.50 1.17 -1.12 0.89
O 4.97 0.28 -1.79 -0.67
N 3.19 1.25 -0.79 -0.45
C 2.63 2.22 0.12 -0.23
C 2.20 1.50 1.41 -0.21
N 1.29 0.41 1.18 -0.46
C -0.13 0.67 1.20 -0.04
C -0.81 0.99 -0.14 -0.42
C -2.27 1.39 0.09 -0.42
C -2.94 0.46 1.11 -0.22
N -2.16 -0.75 1.27 -0.44
C -2.52 -1.97 0.83 0.68
O -1.80 -2.95 0.91 -0.61
C -3.92 -2.11 0.30 -0.09
C -4.93 -2.42 1.21 -0.18
C -6.22 -2.68 0.79 -0.19
C -6.53 -2.63 -0.56 -0.21
C -5.55 -2.33 -1.48 -0.16
C -4.25 -2.08 -1.05 -0.14
C -3.25 -1.72 -2.12 0.98
F -3.46 -0.46 -2.57 -0.34
F -1.97 -1.75 -1.74 -0.31
F -3.35 -2.51 -3.20 -0.32
C -0.85 -0.55 1.83 -0.23
C 1.81 -0.52 0.20 -0.23
C 2.29 0.15 -1.10 -0.24
H 7.07 0.29 -0.13 0.23
H 7.23 1.63 1.01 0.21
H 8.45 1.40 -0.25 0.21
H 6.91 3.26 -0.88 0.18
H 6.73 1.87 -2.00 0.20
H 3.38 2.98 0.34 0.24
H 1.77 2.70 -0.36 0.18
H 1.74 2.22 2.10 0.20
H 3.10 1.09 1.89 0.19
H -0.27 1.54 1.86 0.19
H -0.29 1.81 -0.64 0.21
H -0.76 0.12 -0.78 0.21
H -2.80 1.35 -0.86 0.22
H -2.32 2.42 0.45 0.20
H -2.98 0.94 2.09 0.19
H -3.96 0.21 0.81 0.23
H -4.67 -2.47 2.26 0.22
H -6.98 -2.91 1.52 0.22
H -7.54 -2.83 -0.89 0.22
H -5.78 -2.29 -2.53 0.23
H -0.94 -0.41 2.92 0.20
H -0.27 -1.45 1.66 0.25
H 1.06 -1.27 -0.04 0.22
H 2.67 -1.03 0.66 0.20
H 2.84 -0.56 -1.71 0.25
H 1.45 0.55 -1.67 0.19

(5)
49
Properties=species:S:1:pos:R:3:nbo_charge:R:1 method="wB97M-V/def2-TZVPD" total_energy_ev=-26171.2333 fmax_ev_per_a=19.54 gap_ev=8.845 total_charge=0 multiplicity=1 smiles=COc1cc(C)c(CN2CCN(c3ccccc3)CC2)cc1C relative_energy_ev=19.228
C -5.69 -2.49 -0.43 -0.21
O -5.48 -1.12 -0.83 -0.56
C -4.36 -0.35 -0.40 0.32
C -3.71 0.19 -1.36 -0.25
C -2.62 0.79 -1.17 -0.02
C -2.02 1.76 -1.84 -0.56
C -2.30 0.95 0.37 0.05
C -1.01 1.90 0.77 -0.28
N 0.17 1.24 0.01 -0.46
C 1.27 2.06 0.49 -0.25
C 2.57 1.35 -0.34 -0.18
N 2.77 0.12 0.16 -0.52
C 4.19 -0.24 -0.09 0.17
C 5.15 0.45 0.55 -0.23
C 6.41 -0.10 0.30 -0.16
C 6.58 -1.28 0.06 -0.25
C 5.63 -2.02 -0.49 -0.15
C 4.28 -1.58 -0.34 -0.27
C 1.69 -0.72 -0.04 -0.22
C 0.47 0.03 0.58 -0.21
C -3.10 0.25 1.45 -0.16
C -4.17 -0.33 0.85 -0.09
C -5.00 -0.95 1.99 -0.63
H -6.22 -3.05 -1.29 0.18
H -4.63 -3.11 -0.40 0.16
H -6.27 -2.56 0.31 0.15
H -3.94 0.08 -2.37 0.22
H -2.33 1.35 -3.04 0.15
H -2.06 2.62 -1.95 0.19
H -0.92 1.53 -2.06 0.25
H -1.23 2.97 0.46 0.23
H -0.88 1.77 1.99 0.19
H 1.13 3.12 0.26 0.19
H 1.57 2.21 1.46 0.18
H 3.45 2.35 -0.22 0.21
H 2.31 1.50 -1.64 0.15
H 4.93 1.36 0.95 0.22
H 7.32 0.67 0.72 0.20
H 7.71 -1.95 -0.12 0.20
H 5.89 -3.10 -0.94 0.22
H 3.54 -2.07 -1.14 0.23
H 1.84 -1.80 0.28 0.24
H 1.36 -0.85 -1.18 0.16
H -0.46 -0.73 0.33 0.21
H 0.71 -0.04 1.73 0.17
H -2.69 0.27 2.21 0.16
H -4.70 -2.09 2.16 0.23
H -4.76 -0.30 3.05 0.21
H -6.12 -0.74 1.80 0.23